No. 1
19
Properties=species:S:1:pos:R:3 method="wB97M-V/def2-TZVPD" energy_ha=-402.007904 relative_energy_kcal_mol=232.3 orbital_gap_ev=3.27 lumo_ev=-4.52
N -1.308 1.855 -0.464
C -0.307 0.234 2.173
C 0.183 -0.956 1.809
C 1.020 1.944 -0.506
C -0.167 1.266 -0.754
C -0.117 -0.038 -1.513
O 1.075 -0.737 -1.376
H -2.049 1.297 -0.037
H -0.291 0.487 3.231
H -0.348 1.185 1.601
H -0.080 -1.424 0.815
H 0.896 -1.412 2.478
H 2.003 1.609 -0.731
H 0.886 3.028 -0.412
H -0.191 0.198 -2.585
H -1.025 -0.490 -1.106
H -0.642 -3.643 -0.698
H 0.753 -1.650 -1.135
O -0.294 -2.753 -0.791

---

No. 2
9
Properties=species:S:1:pos:R:3 method="wB97M-V/def2-TZVPD" energy_ha=-217.099254 relative_energy_kcal_mol=24.4 orbital_gap_ev=11.47 lumo_ev=1.25 smiles=FC1CC1
F -1.878 -0.047 -0.270
C -0.674 -0.062 0.361
C 0.515 -0.622 -0.285
C 0.258 0.840 -0.156
H -0.829 -0.447 1.396
H 1.178 -0.992 0.548
H 0.634 -1.221 -1.216
H 0.759 1.206 0.673
H 0.039 1.344 -1.051

---

No. 3
162
Properties=species:S:1:pos:R:3 method="wB97M-V/def2-TZVPD" energy_ha=-3939.626745 spin_multiplicity=2 orbital_gap_ev="6.89 / 2.17" total_charge=+1 lumo_ev="-2.12 / -6.84"
C 6.897 -3.920 -2.086
C 5.492 -4.364 -2.384
N 4.638 -4.168 -1.188
C 3.394 -4.914 -1.188
C 3.573 -6.350 -0.864
C 4.331 -2.743 -0.937
C 4.115 -2.365 0.490
H 7.076 -4.194 -1.046
H 7.123 -2.855 -2.134
H 7.533 -4.535 -2.723
H 5.130 -3.776 -3.227
H 5.485 -5.375 -2.792
H 2.701 -4.511 -0.450
H 2.940 -4.909 -2.179
H 2.656 -6.810 -0.498
H 4.079 -6.849 -1.690
H 4.237 -6.359 0.000
H 3.605 -2.326 -1.634
H 5.168 -2.171 -1.336
H 4.844 -2.931 1.072
H 3.141 -2.571 0.935
H 4.471 -1.345 0.631
C -0.681 2.549 -3.805
C -0.856 3.258 -2.411
N -2.130 2.836 -1.786
C -2.142 2.943 -0.300
C -3.234 2.039 0.345
C -3.211 3.664 -2.451
C -4.653 3.127 -2.334
H -1.317 2.886 -4.624
H -1.011 1.513 -3.726
H 0.373 2.472 -4.072
H -0.069 2.803 -1.809
H -0.736 4.336 -2.512
H -1.265 2.658 0.282
H -2.412 3.972 -0.059
H -3.421 1.157 -0.267
H -3.120 1.789 1.399
H -4.134 2.650 0.404
H -2.923 3.516 -3.492
H -3.094 4.719 -2.204
H -4.682 2.043 -2.442
H -5.061 3.576 -3.240
H -5.248 3.319 -1.442
C 1.291 8.794 3.849
C 0.412 7.727 3.123
N 1.049 7.205 1.904
C 0.269 6.167 1.184
C -0.277 4.996 2.070
C 1.454 8.252 0.942
C 2.497 7.797 -0.055
H 2.334 8.508 3.976
H 0.878 8.955 4.845
H 1.213 9.765 3.358
H 0.239 6.916 3.830
H -0.592 8.091 2.904
H -0.630 6.643 0.790
H 0.912 5.760 0.404
H 0.551 4.301 2.205
H -0.776 5.210 3.016
H -1.078 4.500 1.522
H 1.960 9.103 1.397
H 0.669 8.804 0.425
H 2.852 8.637 -0.652
H 2.087 7.030 -0.712
H 3.423 7.504 0.438
C -1.051 -7.129 1.041
C -1.545 -5.704 1.033
N -1.206 -5.172 2.339
C -2.087 -5.776 3.366
C -1.306 -5.567 4.756
C -1.302 -3.710 2.397
C 0.001 -3.044 2.090
H -1.695 -7.811 1.597
H -0.078 -7.125 1.532
H -0.837 -7.600 0.082
H -0.906 -5.231 0.287
H -2.605 -5.627 0.789
H -2.080 -6.863 3.279
H -3.082 -5.331 3.350
H -0.248 -5.794 4.618
H -1.649 -6.342 5.442
H -1.332 -4.581 5.220
H -2.104 -3.361 1.746
H -1.570 -3.285 3.365
H 0.387 -3.217 1.086
H -0.034 -1.960 2.202
H 0.799 -3.361 2.761
C -8.073 -2.606 -1.014
C -6.718 -2.691 -0.272
N -5.766 -1.701 -0.803
C -6.149 -0.318 -0.963
C -6.221 0.475 0.454
C -4.408 -1.874 -0.344
C -3.766 -3.238 -0.714
H -8.578 -1.678 -0.747
H -8.756 -3.419 -0.768
H -7.922 -2.612 -2.094
H -6.796 -2.445 0.787
H -6.321 -3.705 -0.322
H -5.388 0.105 -1.618
H -7.054 -0.287 -1.571
H -5.358 0.404 1.116
H -6.420 1.522 0.228
H -7.030 0.090 1.075
H -4.288 -1.681 0.722
H -3.827 -1.062 -0.781
H -2.679 -3.188 -0.658
H -4.159 -3.665 -1.636
H -4.029 -3.957 0.062
C 3.243 0.150 3.360
C 3.729 0.910 2.174
N 4.137 1.526 1.302
H 2.227 0.437 3.631
H 3.875 0.495 4.179
H 3.242 -0.934 3.247
C 0.444 -3.647 -3.989
C 0.411 -4.965 -3.337
N 0.382 -5.970 -2.783
H -0.081 -3.621 -4.944
H 1.500 -3.412 -4.126
H -0.017 -2.863 -3.388
C -1.723 2.105 6.187
S -1.253 1.994 4.409
O 0.248 1.668 4.267
C -1.983 0.444 3.933
H -2.781 2.346 6.299
H -1.152 2.753 6.852
H -1.652 1.136 6.681
H -1.580 -0.357 4.553
H -1.771 0.125 2.913
H -3.067 0.469 4.046
C 3.604 3.049 -2.257
S 3.692 4.526 -1.179
O 3.789 5.747 -2.084
C 5.355 4.378 -0.429
H 3.782 2.095 -1.761
H 4.333 3.088 -3.067
H 2.621 3.208 -2.700
H 5.975 4.448 -1.323
H 5.491 3.448 0.123
H 5.570 5.194 0.260
C 0.940 0.729 0.377
S -0.356 -0.048 -0.688
O -1.344 -0.623 0.301
C 0.735 -1.568 -0.962
H 1.228 0.056 1.185
H 0.603 1.597 0.945
H 1.741 0.942 -0.330
H 1.403 -1.565 -0.100
H 1.256 -1.528 -1.918
H 0.122 -2.469 -0.994
C 1.898 -0.066 -5.186
S 3.444 -0.049 -4.249
O 3.070 -0.208 -2.785
C 4.085 -1.677 -4.884
H 1.318 0.852 -5.090
H 1.439 -1.010 -4.893
H 2.087 -0.239 -6.246
H 5.067 -2.005 -4.542
H 4.173 -1.676 -5.971
H 3.401 -2.443 -4.522

---

No. 4
13
Properties=species:S:1:pos:R:3 method="wB97M-V/def2-TZVPD" energy_ha=-269.563672 relative_energy_kcal_mol=19.6 orbital_gap_ev=10.34 lumo_ev=0.64 smiles="CCC=O.O"
C -0.118 -1.305 0.426
C 0.452 0.055 0.834
C 1.788 0.448 0.294
O 2.603 -0.337 -0.121
H -0.567 -1.816 1.271
H 0.685 -1.941 0.049
H -0.837 -1.178 -0.381
H -0.297 0.827 0.669
H 0.568 0.076 1.925
H 2.042 1.525 0.316
O -1.949 0.880 -1.655
H -1.708 1.412 -2.414
H -2.661 1.354 -1.211

---

No. 5
35
Properties=species:S:1:pos:R:3 method="wB97M-V/def2-TZVPD" energy_ha=-2283.779381 orbital_gap_ev=9.78 lumo_ev=0.32 smiles="N=P(O)(O)[Si@@H](Cl)I.COC(=O)OC.COC(=O)OC"
N 0.308 -0.284 4.297
P 0.157 -0.319 2.776
O 0.655 -1.631 2.005
O 0.944 0.861 1.996
Si -1.984 0.052 2.074
Cl -2.292 -1.206 0.471
I -3.529 -0.414 3.841
H 0.742 -1.039 4.808
H 0.411 -1.701 1.073
H 1.210 1.549 2.625
H -2.180 1.430 1.597
C 4.294 1.406 1.946
O 5.081 2.503 1.461
C 4.524 3.691 1.687
O 3.458 3.877 2.219
O 5.333 4.637 1.217
C 4.845 5.973 1.390
H 4.840 0.506 1.683
H 4.176 1.479 3.026
H 3.317 1.409 1.471
H 4.705 6.192 2.447
H 3.897 6.101 0.871
H 5.608 6.615 0.962
C -3.374 -1.567 -2.850
O -4.107 -2.137 -3.943
C -4.045 -3.466 -4.004
O -3.439 -4.179 -3.246
O -4.767 -3.874 -5.047
C -4.787 -5.295 -5.230
H -3.512 -0.495 -2.940
H -3.771 -1.927 -1.904
H -2.320 -1.829 -2.925
H -5.213 -5.784 -4.356
H -3.779 -5.671 -5.393
H -5.407 -5.463 -6.105

---

No. 6
6
Properties=species:S:1:pos:R:3 method="wB97M-V/def2-TZVPD" energy_ha=-703.851091 relative_energy_kcal_mol=56.0 orbital_gap_ev=7.92 total_charge=-1 lumo_ev=4.23
N -0.663 0.928 -0.136
O 0.664 -1.570 0.992
O 1.773 -0.407 -0.835
F -1.853 0.533 0.637
S 1.080 -0.281 0.457
H -1.001 0.797 -1.115

---

No. 7
12
Properties=species:S:1:pos:R:3 method="wB97M-V/def2-TZVPD" energy_ha=-264.900841 relative_energy_kcal_mol=19.0 orbital_gap_ev=10.45 total_charge=+1 lumo_ev=-4.60
C -1.332 -0.666 1.966
N -1.751 -0.035 0.951
H -1.952 -0.808 2.844
H -0.372 -1.168 2.002
H -0.974 0.332 0.230
H -2.683 0.353 1.058
C 1.190 -0.025 -1.072
N 1.753 0.611 -2.093
O 0.357 0.514 -0.345
H 1.437 -1.085 -0.993
H 2.707 0.362 -2.360
H 1.621 1.616 -2.186

---

No. 8
10
Properties=species:S:1:pos:R:3 method="wB97M-V/def2-TZVPD" energy_ha=-529.816591 relative_energy_kcal_mol=141.7 orbital_gap_ev=9.01 lumo_ev=0.31
C -0.340 0.775 0.756
C -0.534 -0.247 1.938
N -1.374 -0.154 0.912
N 0.348 1.299 -0.891
P 0.623 -0.216 -1.390
H -0.647 1.785 0.960
H 0.014 -0.626 2.713
H 1.598 -1.211 -0.766
H 0.876 -0.308 -2.864
H -0.565 -1.097 -1.368

---

No. 9
12
Properties=species:S:1:pos:R:3 method="wB97M-V/def2-TZVPD" energy_ha=-248.356620 relative_energy_kcal_mol=106.6 orbital_gap_ev=8.91 lumo_ev=-0.10
C 0.517 -0.617 -0.047
C -0.344 0.615 0.025
C -1.747 0.266 -0.019
O -2.218 -0.818 -0.445
N 1.972 -0.344 0.112
H 0.449 -1.328 -0.885
H 0.234 -1.167 0.878
H 0.071 1.536 -0.334
H -1.163 0.318 1.079
H -2.295 1.201 -0.251
H 2.399 -0.147 -0.785
H 2.125 0.487 0.672

---

No. 10
27
Properties=species:S:1:pos:R:3 method="wB97M-V/def2-TZVPD" energy_ha=-687.840782 relative_energy_kcal_mol=116.1 orbital_gap_ev=10.90 lumo_ev=-0.15 smiles=O.O.O.O.O.O.O.O.O
O 2.099 -2.382 -1.081
H 1.694 -3.226 -1.006
H 1.645 -1.984 -0.401
O 0.747 -1.449 1.597
H 1.437 -1.177 2.072
H -0.048 -1.834 1.858
O -2.198 0.082 0.367
H -1.505 0.514 0.827
H -2.730 0.634 -0.017
O -0.948 2.366 1.975
H -0.077 1.813 1.709
H -0.816 3.023 1.413
O 0.707 0.900 0.280
H 0.427 0.643 -0.606
H 0.403 0.126 0.632
O -0.950 1.976 -2.244
H -1.955 1.743 -1.934
H -0.968 2.364 -3.026
O -0.454 -0.885 -2.830
H 0.252 -0.495 -3.308
H -0.917 -0.250 -2.306
O -1.838 -2.334 1.915
H -1.735 -1.659 1.338
H -2.138 -3.238 1.564
O 3.541 1.538 0.624
H 3.580 2.063 -0.152
H 2.742 1.129 0.742

---

No. 11
53
Properties=species:S:1:pos:R:3 method="wB97M-V/def2-TZVPD" energy_ha=-1454.125142 relative_energy_kcal_mol=17.1 orbital_gap_ev=8.20 lumo_ev=-0.22
C -2.022 2.069 2.638
C -3.510 2.425 2.535
C -4.356 1.560 3.503
C -4.051 2.384 1.093
C -3.474 1.340 0.168
C -3.344 0.023 0.507
C -2.807 -0.979 -0.360
C -2.701 -2.389 0.158
C -1.322 -3.031 -0.060
C -0.156 -2.130 0.230
C 0.970 -2.186 -0.587
C 2.086 -1.397 -0.345
C 2.097 -0.529 0.736
C 0.978 -0.457 1.552
C -0.130 -1.250 1.304
C -2.409 -0.637 -1.617
C -2.518 0.713 -2.010
N -2.152 1.222 -3.189
S -2.446 2.785 -3.162
N -3.054 2.936 -1.662
C -3.038 1.716 -1.142
H -1.536 2.578 3.465
H -1.925 1.004 2.831
H -1.479 2.249 1.715
H -3.611 3.456 2.864
H -4.990 0.866 2.961
H -5.008 2.206 4.082
H -3.725 0.993 4.177
H -5.134 2.280 1.108
H -3.855 3.353 0.641
H -3.676 -0.274 1.490
H -2.904 -2.365 1.227
H -3.488 -3.006 -0.269
H -1.249 -3.909 0.582
H -1.254 -3.388 -1.084
H 0.971 -2.864 -1.430
H 2.942 -1.490 -1.000
H 2.961 0.082 0.933
H 0.979 0.228 2.386
H -0.976 -1.173 1.973
H -2.010 -1.369 -2.302
C 4.948 0.222 -2.497
C 5.587 -1.076 -2.063
O 4.928 -2.078 -1.827
N 6.939 -1.097 -1.938
C 7.881 -0.017 -2.171
H 3.873 0.081 -2.551
H 5.162 1.016 -1.781
H 5.311 0.518 -3.482
H 7.302 -1.990 -1.645
H 8.588 -0.302 -2.951
H 8.439 0.193 -1.257
H 7.365 0.885 -2.480

---

No. 12
12
Properties=species:S:1:pos:R:3 method="wB97M-V/def2-TZVPD" energy_ha=-211.286685 relative_energy_kcal_mol=46.4 orbital_gap_ev=9.59 lumo_ev=0.73 smiles="C=NC(=C)C"
C 2.006 0.231 0.177
N 0.916 0.667 -0.262
C -0.227 -0.033 -0.033
C -0.185 -1.394 -0.211
C -1.488 0.887 0.011
H 2.829 0.860 -0.310
H 2.230 -0.594 0.795
H 0.602 -2.103 -0.231
H -1.082 -1.918 -0.015
H -1.388 1.733 -0.655
H -1.764 1.323 1.000
H -2.449 0.340 -0.268

---

No. 13
86
Properties=species:S:1:pos:R:3 method="wB97M-V/def2-TZVPD" energy_ha=-9227.219483 spin_multiplicity=5 relative_energy_kcal_mol=0.0 orbital_gap_ev="7.03 / 3.73" total_charge=+2 lumo_ev="-5.85 / -9.20"
Ru 1.372 0.079 -1.938
C -0.204 -2.931 -0.847
As -0.123 -1.642 -2.313
C 0.450 -2.906 -3.751
C -2.041 -1.110 -2.609
C -2.402 0.151 -3.404
C -3.933 0.161 -3.534
C -2.042 1.414 -2.603
As -0.129 1.845 -2.262
C 0.487 2.989 -3.818
C -0.334 3.096 -0.765
C -1.748 0.163 -4.792
As -2.036 -1.442 -6.057
C -0.473 -0.977 -7.306
C -3.519 -0.632 -7.143
H -0.840 -3.732 -1.211
H -0.644 -2.473 0.037
H 0.809 -3.266 -0.610
H -0.439 -3.478 -4.069
H 1.258 -3.553 -3.368
H 0.854 -2.328 -4.616
H -2.454 -1.067 -1.580
H -2.532 -1.980 -3.086
H -4.389 0.181 -2.549
H -4.318 -0.682 -4.085
H -4.294 1.068 -4.042
H -2.606 1.426 -1.660
H -2.399 2.290 -3.192
H -0.144 3.891 -3.823
H 0.372 2.422 -4.739
H 1.541 3.240 -3.613
H -0.926 3.937 -1.145
H 0.642 3.450 -0.432
H -0.856 2.608 0.070
H -0.650 0.260 -4.707
H -2.068 1.050 -5.352
H 0.520 -1.261 -6.878
H -0.561 0.112 -7.537
H -0.735 -1.552 -8.211
H -4.466 -0.922 -6.696
H -3.432 -1.031 -8.174
H -3.410 0.480 -7.134
O 3.115 -1.078 -2.127
N 3.659 -0.216 -2.855
O 2.782 0.733 -3.129
C 3.400 -0.105 5.659
Si 3.391 0.367 3.784
C 4.389 -0.919 2.710
C 3.965 2.204 3.566
Si 0.930 0.109 2.995
Te 0.708 0.232 0.553
Si -0.343 1.972 3.949
C -0.177 2.102 5.833
C 0.320 3.501 3.041
C -2.173 1.657 3.542
Si 0.163 -2.064 3.941
C -1.537 -2.478 3.154
C -0.057 -1.930 5.806
C 1.482 -3.360 3.510
H 4.456 -0.029 6.024
H 3.005 -1.120 5.840
H 2.797 0.587 6.257
H 5.446 -0.698 2.912
H 4.128 -0.779 1.641
H 4.173 -1.983 2.964
H 5.050 2.175 3.353
H 3.778 2.805 4.475
H 3.447 2.691 2.712
H 0.763 2.651 6.101
H -0.133 1.083 6.238
H -1.049 2.630 6.266
H 1.192 3.913 3.608
H -0.458 4.295 2.998
H 0.630 3.226 2.021
H -2.632 0.926 4.236
H -2.256 1.277 2.500
H -2.748 2.625 3.603
H -2.320 -1.722 3.405
H -1.890 -3.444 3.529
H -1.446 -2.543 2.046
H -0.795 -1.144 6.076
H 0.927 -1.725 6.316
H -0.488 -2.864 6.241
H 1.886 -3.224 2.482
H 1.046 -4.375 3.544
H 2.314 -3.310 4.223

---

No. 14
10
Properties=species:S:1:pos:R:3 method="wB97M-V/def2-TZVPD" energy_ha=-1493.827336 relative_energy_kcal_mol=39.6 orbital_gap_ev=5.84 total_charge=-2 lumo_ev=5.67
C -0.822 0.537 1.459
N -0.207 -0.498 1.551
N -1.247 1.693 1.328
O 1.685 -0.853 -0.686
O 0.423 1.150 -1.528
S -0.375 -1.978 2.351
S 0.541 -0.857 -3.413
S 0.307 -0.343 -1.523
H 1.135 -0.834 0.073
H -1.440 1.982 0.388